[1]
{
  "formula": "C4H18O4",
  "method": "ωB97M-V/def2-TZVPD",
  "orbital_gap_ev": 10.87,
  "relative_energy_ev": 1.744,
  "smiles": "CC(C)C.O.O.O.O",
  "energy_ev": -12628.62622,
  "elements": ["C", "C", "C", "C", "H", "H", "H", "H", "H", "H", "H", "H", "H", "H", "O", "H", "H", "O", "H", "H", "O", "H", "H", "O", "H", "H"],
  "coordinates": [[-0.731, -1.433, 0.062], [-0.592, 0.007, -0.198], [-1.212, 0.559, -1.616], [-1.263, 0.690, 0.930], [-0.257, -1.845, 0.922], [-1.837, -1.703, 0.439], [-0.555, -2.057, -0.769], [0.499, 0.175, -0.147], [-1.963, 1.331, -1.330], [-1.579, -0.278, -2.209], [-0.438, 0.891, -2.348], [-1.076, 0.279, 1.913], [-1.133, 1.725, 0.917], [-2.390, 0.694, 0.878], [-3.562, -1.996, -1.425], [-2.719, -1.647, -1.225], [-4.246, -1.342, -1.245], [2.170, -1.583, 0.321], [2.842, -0.835, 0.409], [2.849, -2.258, 0.030], [2.271, 2.834, 0.854], [2.375, 2.909, -0.089], [1.476, 3.032, 1.277], [3.879, 0.439, 0.897], [3.786, 0.053, 1.711], [3.406, 1.358, 1.043]],
  "forces_ev_per_angstrom": [[-4.1, -1.9, 1.1], [0.5, 0.9, -1.5], [1.4, -0.8, 1.2], [-2.4, 0.3, 0.7], [1.3, 0.2, 0.4], [1.7, 0.7, -1.2], [0.5, -0.9, -1.0], [-0.4, 0.4, -0.3], [0.5, -0.6, -0.9], [-0.8, 0.0, 0.3], [-0.3, 0.5, 1.0], [0.5, -0.1, 0.2], [0.9, 1.9, 0.3], [0.8, -0.7, -0.4], [-1.8, -1.0, -0.6], [1.1, 0.8, 0.5], [0.4, 0.1, 0.0], [2.9, -0.3, -0.5], [-1.4, -0.4, -0.2], [-1.5, 0.5, 0.4], [3.3, -1.1, 0.2], [-1.0, 0.4, -0.3], [-2.2, 0.6, 0.1], [-0.8, 4.1, -2.5], [-0.1, -1.6, 3.4], [1.0, -2.3, -0.6]]
}



[2]
{
  "formula": "C4H6N2O",
  "method": "ωB97M-V/def2-TZVPD",
  "orbital_gap_ev": 9.49,
  "relative_energy_ev": 3.943,
  "smiles": "CNC(=O)N1C=C1",
  "energy_ev": -9269.55906,
  "elements": ["C", "N", "C", "O", "N", "C", "C", "H", "H", "H", "H", "H", "H"],
  "coordinates": [[0.371, 1.651, -0.193], [-0.559, 0.857, -0.959], [-0.640, -0.491, -0.831], [-1.566, -1.153, -1.266], [0.489, -1.147, -0.241], [0.728, -1.089, 1.262], [0.018, -2.051, 0.813], [0.306, 2.690, -0.514], [1.386, 1.288, -0.371], [0.159, 1.602, 0.884], [-1.358, 1.288, -1.402], [1.350, -0.584, 1.985], [-0.684, -2.862, 0.831]],
  "forces_ev_per_angstrom": [[0.2, 0.1, 0.1], [-0.1, -0.2, 0.0], [-0.1, 0.0, -0.1], [0.2, 0.2, 0.1], [-0.1, 0.0, -0.3], [-0.2, -0.2, 0.1], [0.0, 0.0, 0.2], [0.0, -0.1, 0.0], [-0.1, 0.2, 0.1], [0.1, 0.1, -0.2], [0.1, 0.0, 0.1], [-0.3, 0.1, -0.3], [0.3, -0.2, 0.1]]
}



[3]
{
  "formula": "C5H9NO",
  "method": "ωB97M-V/def2-TZVPD",
  "orbital_gap_ev": [8.27, 8.27],
  "relative_energy_ev": 4.644,
  "energy_ev": -8864.56851,
  "elements": ["C", "C", "C", "N", "C", "C", "O", "H", "H", "H", "H", "H", "H", "H", "H", "H"],
  "coordinates": [[0.232, 0.612, -0.358], [0.356, 1.524, -1.540], [-1.059, -0.115, -0.178], [0.908, 0.984, 0.790], [-0.723, -1.501, 0.313], [-0.297, -1.819, 1.579], [-2.057, 0.155, -0.822], [0.440, -0.945, -0.447], [1.586, 1.730, 0.693], [0.927, 0.281, 1.525], [-1.245, -2.269, -0.258], [-0.216, 2.441, -1.369], [-0.057, 1.048, -2.427], [1.399, 1.804, -1.700], [-0.113, -2.847, 1.858], [-0.081, -1.084, 2.342]],
  "forces_ev_per_angstrom": [[0.0, -1.3, 0.5], [0.0, 0.0, 0.1], [-0.5, 0.2, -1.4], [-0.3, 0.1, -0.2], [-1.2, -0.4, 2.4], [-0.2, 0.1, -0.8], [0.5, -0.3, 0.7], [0.7, 1.8, -1.2], [0.2, -0.7, 0.3], [0.5, 0.7, -0.1], [0.6, -0.1, -0.3], [0.0, 0.0, 0.0], [0.1, 0.0, 0.0], [0.0, -0.1, -0.1], [-0.1, 0.0, 0.0], [0.0, 0.1, 0.0]]
}



[4]
{
  "formula": "C6H14N3V",
  "method": "ωB97M-V/def2-TZVPD",
  "charge": -1,
  "orbital_gap_ev": [3.57, 6.71],
  "relative_energy_ev": 0.055,
  "spin_multiplicity": 4,
  "energy_ev": -36603.26748,
  "elements": ["C", "V", "N", "H", "H", "H", "H", "H", "H", "H", "H", "N", "C", "C", "C", "C", "C", "N", "H", "H", "H", "H", "H", "H"],
  "coordinates": [[0.381, -0.255, -2.573], [-0.938, -1.230, -1.167], [-0.822, -2.377, 0.722], [0.275, -2.179, -1.339], [-0.009, -2.128, 1.297], [-2.347, -1.632, -0.583], [0.499, -0.991, -3.382], [1.332, 0.114, -2.168], [-0.282, 0.584, -2.858], [-1.657, -2.100, 1.248], [-0.867, -3.396, 0.663], [1.551, -0.788, 0.851], [0.764, 0.355, 0.805], [1.060, 1.491, 1.568], [0.281, 2.629, 1.402], [-0.805, 2.571, 0.521], [-1.122, 1.379, -0.111], [-0.352, 0.261, 0.048], [1.649, -1.308, -0.030], [2.432, -0.677, 1.331], [1.880, 1.421, 2.273], [0.491, 3.543, 1.952], [-1.420, 3.443, 0.317], [-1.975, 1.270, -0.791]],
  "forces_ev_per_angstrom": [[-1.2, -0.3, -0.3], [2.1, 1.0, 0.0], [-0.4, -0.5, 1.3], [1.3, -1.6, -0.2], [-0.1, -0.1, -0.4], [-2.9, -0.3, -0.3], [0.3, 0.5, -0.2], [-0.2, -0.1, -0.2], [0.4, 0.1, -0.3], [0.4, 0.0, -0.3], [0.1, 0.3, -0.2], [0.7, -0.9, 0.1], [-0.5, 1.2, 0.5], [0.9, -2.5, -0.4], [-1.2, 1.8, 0.0], [-0.3, -0.4, -0.3], [-0.5, 1.5, 0.1], [1.0, -0.6, 0.7], [-0.4, 0.4, 0.3], [-0.1, 0.2, -0.2], [0.2, 0.2, -0.1], [0.0, -0.1, -0.1], [0.0, 0.0, 0.1], [0.2, 0.2, 0.3]]
}